{
  "formula": "C8H21F2N3O8",
  "method": "ωB97M-V/def2-TZVPD",
  "species": ["N", "H", "H", "H", "H", "N", "H", "H", "H", "H", "N", "H", "H", "H", "H", "C", "C", "O", "O", "H", "H", "H", "C", "C", "O", "C", "O", "O", "F", "H", "H", "H", "C", "C", "O", "C", "O", "O", "F", "H", "H", "H"],
  "xyz": [[-0.648, 2.641, -3.087], [-1.592, 2.872, -3.364], [-0.067, 2.625, -3.913], [-0.637, 1.744, -2.624], [-0.300, 3.278, -2.385], [-3.148, 1.145, -0.009], [-3.224, 1.399, 0.966], [-3.406, 1.874, -0.658], [-3.721, 0.416, -0.410], [-2.194, 0.861, -0.178], [-0.050, 2.766, 1.932], [0.068, 3.467, 1.215], [-0.079, 1.888, 1.433], [-0.863, 2.977, 2.493], [0.707, 2.810, 2.599], [0.831, -1.330, -0.684], [0.080, -0.070, -0.390], [-0.150, 0.262, 0.794], [-0.555, 0.448, -1.366], [1.906, -1.205, -0.813], [0.681, -1.648, -1.715], [0.387, -2.117, -0.074], [3.888, 2.952, -0.589], [3.360, 1.603, -0.845], [3.070, 1.068, 0.448], [3.078, 1.981, 1.300], [2.573, 1.831, 2.442], [3.662, 3.029, 0.829], [4.261, 0.737, -1.393], [3.392, 3.870, -0.903], [4.932, 2.910, -0.902], [2.470, 1.565, -1.473], [-2.545, -5.390, 1.503], [-2.383, -4.279, 0.487], [-0.990, -4.300, 0.242], [-0.418, -4.859, 1.414], [0.822, -5.045, 1.648], [-1.401, -5.264, 2.227], [-2.731, -3.253, 1.260], [-2.480, -6.311, 0.923], [-3.522, -5.513, 1.971], [-3.067, -4.435, -0.348]],
  "orbital_gap_ev": 7.396,
  "total_charge": 2,
  "fmax_ha_per_bohr": 0.1326,
  "homo_ev": -14.7,
  "lumo_energy_ev": -7.3,
  "e_above_lowest_kj_mol": 305.8
}

=====

{
  "formula": "C4HNO5",
  "method": "ωB97M-V/def2-TZVPD",
  "species": ["C", "C", "C", "C", "N", "O", "O", "O", "O", "O", "H"],
  "xyz": [[-0.035, -1.358, -0.566], [2.832, -1.984, -0.341], [1.614, 0.489, -0.244], [-1.411, -1.682, -0.073], [0.293, -0.103, -0.079], [2.542, -2.196, 0.769], [-1.792, -2.301, 0.928], [1.718, 1.724, -0.040], [-2.199, -1.137, -0.919], [2.627, -0.245, -0.561], [-0.316, 0.399, 0.444]],
  "orbital_gap_ev": 7.190,
  "total_charge": -2,
  "fmax_ha_per_bohr": 0.1175,
  "homo_ev": -0.5,
  "lumo_energy_ev": 6.7,
  "e_above_lowest_kj_mol": 154.5
}

=====

{
  "formula": "C16H13Cl3F5IO2RuSeSi2",
  "method": "ωB97M-V/def2-TZVPD",
  "species": ["Ru", "F", "C", "C", "F", "C", "F", "C", "Se", "C", "F", "C", "F", "C", "Si", "C", "C", "H", "H", "H", "H", "H", "H", "H", "H", "H", "Cl", "Si", "Cl", "Cl", "I", "C", "C", "C", "C", "C", "C", "C", "O", "O", "H", "H", "H", "H"],
  "xyz": [[0.173, 0.653, 0.872], [-0.405, -1.947, 7.363], [-0.201, -1.088, 6.373], [0.730, -1.375, 5.389], [1.421, -2.512, 5.444], [0.934, -0.473, 4.361], [1.842, -0.775, 3.434], [0.221, 0.718, 4.282], [0.491, 1.950, 2.857], [-0.703, 0.981, 5.287], [-1.417, 2.104, 5.258], [-0.920, 0.096, 6.325], [-1.814, 0.365, 7.274], [2.032, 1.758, -2.074], [1.962, 0.438, -0.739], [3.426, 0.602, 0.443], [1.979, -1.242, -1.588], [2.875, 1.524, -2.731], [2.177, 2.758, -1.667], [1.134, 1.763, -2.695], [4.353, 0.415, -0.108], [3.370, -0.121, 1.258], [3.481, 1.600, 0.877], [2.766, -1.284, -2.345], [1.029, -1.443, -2.085], [2.158, -2.044, -0.868], [-0.156, -3.048, 2.312], [-0.495, -1.555, 0.952], [-1.991, -0.256, 1.902], [-1.418, -2.439, -0.644], [-4.285, 6.490, -3.911], [-3.134, 5.115, -2.839], [-3.539, 3.789, -2.774], [-2.774, 2.879, -2.064], [-1.617, 3.302, -1.419], [-1.220, 4.634, -1.486], [-1.978, 5.544, -2.202], [-0.810, 2.341, -0.647], [0.161, 2.680, 0.085], [-1.089, 1.093, -0.715], [-4.443, 3.469, -3.273], [-3.069, 1.841, -2.000], [-0.320, 4.947, -0.974], [-1.674, 6.579, -2.262]],
  "orbital_gap_ev": [6.734, 6.731],
  "total_charge": 0,
  "fmax_ha_per_bohr": 0.0209,
  "homo_ev": [-8.9, -8.9],
  "lumo_energy_ev": [-2.2, -2.2],
  "e_above_lowest_kj_mol": 47.4
}

=====

{
  "formula": "C6H8N2O2",
  "method": "ωB97M-V/def2-TZVPD",
  "species": ["C", "C", "C", "C", "C", "C", "N", "N", "O", "O", "H", "H", "H", "H", "H", "H", "H", "H"],
  "xyz": [[1.789, 1.027, -0.107], [0.553, 1.491, 0.146], [1.877, -0.479, -0.201], [1.037, -1.150, -1.108], [-1.930, -0.932, 0.345], [-0.439, 0.482, 0.246], [-0.749, -0.567, 1.168], [-1.727, 0.408, -0.239], [0.136, 2.826, 0.383], [2.470, -1.116, 0.637], [2.733, 1.582, 0.065], [0.657, -0.707, -2.125], [0.791, -2.298, -0.950], [-1.721, -1.641, -0.490], [-2.676, -1.133, 1.091], [-0.119, -1.294, 1.397], [-2.039, 0.783, -1.123], [-0.643, 2.717, 0.866]],
  "orbital_gap_ev": [7.073, 7.072],
  "total_charge": 0,
  "fmax_ha_per_bohr": 0.0909,
  "homo_ev": [-7.3, -7.3],
  "lumo_energy_ev": [-0.2, -0.2],
  "e_above_lowest_kj_mol": 538.7
}

=====

{
  "formula": "C3H6S",
  "method": "ωB97M-V/def2-TZVPD",
  "species": ["C", "C", "C", "H", "H", "H", "H", "H", "H", "S"],
  "xyz": [[-0.832, -0.174, 0.877], [-0.260, -1.079, -0.125], [-0.438, 1.104, 0.367], [-0.098, -0.376, 1.833], [-1.845, -0.048, 1.097], [0.268, -1.884, 0.434], [-0.823, -1.389, -0.958], [0.068, 1.732, 1.264], [-1.057, 1.824, -0.194], [0.792, 0.065, -0.637]],
  "orbital_gap_ev": 9.477,
  "total_charge": 0,
  "fmax_ha_per_bohr": 0.1371,
  "homo_ev": -8.4,
  "lumo_energy_ev": 1.0,
  "e_above_lowest_kj_mol": 196.0
}

=====

Please write out number 5 again, unchanged.
{
  "formula": "C3H6S",
  "method": "ωB97M-V/def2-TZVPD",
  "species": ["C", "C", "C", "H", "H", "H", "H", "H", "H", "S"],
  "xyz": [[-0.832, -0.174, 0.877], [-0.260, -1.079, -0.125], [-0.438, 1.104, 0.367], [-0.098, -0.376, 1.833], [-1.845, -0.048, 1.097], [0.268, -1.884, 0.434], [-0.823, -1.389, -0.958], [0.068, 1.732, 1.264], [-1.057, 1.824, -0.194], [0.792, 0.065, -0.637]],
  "orbital_gap_ev": 9.477,
  "total_charge": 0,
  "fmax_ha_per_bohr": 0.1371,
  "homo_ev": -8.4,
  "lumo_energy_ev": 1.0,
  "e_above_lowest_kj_mol": 196.0
}

=====

Q: Number 5 is which compound?
A: C3H6S